C48H45CuN5O2P2S2 as an isolated structure. Source: OMol25; level of theory: ωB97M-V with the def2-TZVPD basis set.

Geometry (Å):
Cu: -1.635 0.444 -0.334
C: -2.796 5.200 -2.396
S: -2.348 5.126 -0.657
C: -2.190 3.405 -0.363
S: -2.553 2.247 -1.576
N: -1.787 3.166 0.863
N: -1.709 1.825 1.105
C: -1.701 1.422 2.316
C: -1.614 -0.023 2.530
C: -1.444 -0.572 3.788
C: -1.272 -1.945 3.893
C: -1.274 -2.712 2.743
C: -1.466 -2.082 1.520
N: -1.649 -0.772 1.415
H: -2.874 6.263 -2.626
H: -2.028 4.743 -3.015
H: -3.754 4.719 -2.575
H: -1.734 2.126 3.142
H: -1.417 0.074 4.656
H: -1.131 -2.407 4.861
H: -1.149 -3.786 2.774
H: -1.464 -2.653 0.602
C: 3.158 1.893 0.230
N: 1.844 1.274 0.427
P: 1.599 0.295 1.818
C: 3.234 -0.496 2.043
C: 4.277 0.019 2.809
C: 5.501 -0.633 2.859
C: 5.700 -1.798 2.131
C: 4.670 -2.316 1.359
C: 3.442 -1.673 1.324
C: 1.560 1.526 3.168
C: 1.228 2.855 2.924
C: 1.003 3.732 3.978
C: 1.104 3.289 5.288
C: 1.430 1.961 5.542
C: 1.650 1.086 4.491
P: 0.855 0.799 -0.892
C: 1.820 -0.489 -1.744
C: 1.319 -1.788 -1.748
C: 2.079 -2.830 -2.267
C: 3.342 -2.578 -2.779
C: 3.842 -1.280 -2.797
C: 3.082 -0.239 -2.291
C: 0.956 2.221 -2.015
C: 0.917 2.018 -3.393
C: 0.843 3.100 -4.257
C: 0.804 4.393 -3.754
C: 0.824 4.601 -2.382
C: 0.892 3.520 -1.517
H: 3.424 2.462 1.124
H: 3.129 2.583 -0.612
H: 3.936 1.147 0.051
H: 4.136 0.935 3.369
H: 6.303 -0.225 3.461
H: 6.658 -2.302 2.167
H: 4.820 -3.223 0.787
H: 2.638 -2.081 0.720
H: 1.110 3.198 1.904
H: 0.734 4.760 3.769
H: 0.926 3.971 6.109
H: 1.511 1.609 6.563
H: 1.894 0.049 4.698
H: 0.315 -1.980 -1.392
H: 1.668 -3.831 -2.284
H: 3.935 -3.389 -3.183
H: 4.821 -1.081 -3.212
H: 3.466 0.773 -2.330
H: 0.941 1.012 -3.794
H: 0.814 2.932 -5.326
H: 0.751 5.237 -4.430
H: 0.773 5.605 -1.980
H: 0.879 3.688 -0.446
C: -2.231 -8.239 2.291
C: -2.920 -6.899 2.346
C: -3.451 -6.462 3.558
C: -4.084 -5.234 3.642
C: -4.198 -4.425 2.525
C: -3.684 -4.854 1.299
N: -3.714 -4.061 0.156
C: -4.449 -2.905 -0.074
C: -5.728 -2.718 0.457
C: -6.440 -1.561 0.192
C: -5.904 -0.564 -0.612
C: -4.640 -0.745 -1.146
C: -3.900 -1.895 -0.890
C: -2.523 -2.025 -1.490
O: -2.072 -3.138 -1.780
O: -1.854 -0.937 -1.663
C: -3.037 -6.100 1.207
C: -2.480 -6.521 -0.126
H: -2.246 -8.714 3.271
H: -1.188 -8.144 1.981
H: -2.719 -8.914 1.586
H: -3.366 -7.093 4.435
H: -4.487 -4.895 4.589
H: -4.656 -3.450 2.609
H: -3.001 -4.209 -0.550
H: -6.176 -3.500 1.052
H: -7.433 -1.447 0.608
H: -6.463 0.337 -0.825
H: -4.205 0.015 -1.781
H: -3.251 -6.482 -0.899
H: -2.079 -7.531 -0.101
H: -1.675 -5.857 -0.457

Calculated values
expectation value of S²: 0.755
2S+1: 2
E_HOMO (spin up / spin down): -7.22 / -7.22 eV
DFT total energy: -146942.8282 eV
E_LUMO (spin up / spin down): -0.619 / -0.660 eV
gap between HOMO and LUMO (spin up / spin down): 0.2427 / 0.2412 Eh
relative energy (zero: lowest compared OMol25 entry of this formula, charge and spin): 6.61 kJ/mol